(1)
The following is a DFT calculation (the ωB97M-V functional and the def2-TZVPD basis) of the ion C5H10Cl2N3O2 with charge +1 in a non-equilibrium geometry.

```
22
Properties=species:S:1:pos:R:3:forces:R:3
C 0.39554 1.83798 0.29240 -1.34 2.04 -1.97
C 0.84842 -1.11021 1.19966 0.99 1.23 0.72
C 0.11333 3.11899 -0.44408 -0.84 2.00 -0.58
C -1.61786 -1.02786 1.03953 0.83 3.42 -3.87
C -0.07689 -0.63474 0.07447 -1.76 -0.59 2.62
N 1.56284 -2.21758 1.00171 -0.59 0.60 1.28
N -0.07029 0.79799 -0.33797 0.55 -3.56 1.68
N -0.09921 -1.40068 -1.08410 0.19 -0.26 -1.20
O 0.88026 1.86589 1.44304 0.68 1.34 0.57
O 0.90919 -0.49975 2.30075 -0.19 -0.63 -1.58
Cl -2.89177 -1.35418 -0.17266 0.12 0.12 0.41
Cl -1.90619 0.55026 1.79882 -0.68 -1.05 0.66
H -0.51202 2.96923 -1.38931 1.43 0.00 1.09
H 0.91382 3.91066 -0.56085 -0.29 -1.58 -0.14
H -0.58022 3.74639 0.15550 0.13 -0.75 0.26
H -1.59633 -1.89724 1.61411 0.63 -0.93 1.46
H 1.53283 -2.74988 0.15643 -0.14 -0.32 -0.20
H 1.91033 -2.55985 1.90034 0.33 -0.32 -0.80
H -0.41295 0.70672 -1.27151 -0.21 1.61 -0.60
H 0.46831 -0.97202 -1.82594 -0.05 -0.59 0.32
H 0.85312 1.04704 2.00790 -0.04 -1.33 0.03
H -1.06654 -1.44226 -1.41612 0.23 -0.44 -0.15
```
Positions in Å, forces in eV/Å.

Summary:
Maximum force in eV Å⁻¹: 5.23
E_HOMO in eV: -14.2
HOMO-LUMO gap in Eh: 0.399
LUMO in eV: -3.37
Structure (SMILES): C/C(O)=[NH+]/[C@@](N)(C(N)=O)C(Cl)Cl
Energy above the lowest of the compared OMol25 structures with the same formula, charge and spin in kcal/mol: 4.9
Charge: +1

=====

(2)
The following is a DFT calculation (the ωB97M-V functional and the def2-TZVPD basis) of a cluster of 2 separate species, C5H10Cl2N6 in total in a non-equilibrium geometry.

```
23
Properties=species:S:1:pos:R:3:forces:R:3
C 0.17725 -0.19271 -0.97949 -1.82 -0.49 1.01
C -2.67462 1.66468 0.20263 -1.01 1.47 2.29
C -0.98860 0.26307 -0.14977 0.24 -1.74 -0.17
C 3.07923 0.70280 0.71229 0.01 0.98 -1.44
C -1.85596 -0.34504 0.81083 1.52 1.70 -1.75
N -1.57807 1.47054 -0.44851 -0.30 -1.00 0.13
N 0.63848 -1.36368 -0.76150 -0.51 -0.37 0.80
N 2.27721 1.09826 -0.19991 0.87 -0.71 0.87
N -2.82336 0.61631 1.03692 0.51 -0.70 -0.78
N -1.82988 -1.52055 1.43406 -0.68 -1.07 -0.24
N 1.84503 -1.77833 -1.43402 0.61 1.50 1.85
Cl 4.12138 -0.66351 0.35750 -0.46 0.46 0.41
Cl 1.37826 2.52696 0.13951 0.55 -0.11 0.22
H 0.46596 0.51196 -1.75457 0.39 -0.10 -0.10
H -3.23756 2.62093 0.38158 0.66 -1.17 -0.77
H 3.34699 1.25171 1.59957 -0.06 -0.10 0.48
H -1.11182 2.14615 -0.95746 0.83 1.75 -1.46
H -3.52150 0.54431 1.73720 -0.84 -0.01 0.53
H -2.75552 -1.72679 1.82582 0.79 -0.57 0.05
H -1.36480 -2.31180 0.94148 -0.47 0.97 0.71
H 1.73620 -2.78305 -1.67699 0.26 0.85 -0.32
H 2.65898 -1.64650 -0.62445 -1.63 -0.37 -2.32
H 2.01672 -1.08573 -2.19273 0.54 -1.15 -0.02
```
Positions in Å, forces in eV/Å.

Summary:
Maximum force in eV Å⁻¹: 2.90
E_HOMO in eV: -16.1
HOMO-LUMO gap in Eh: 0.327
LUMO in eV: -7.20
Energy above the lowest of the compared OMol25 structures with the same formula, charge and spin in kcal/mol: 0.0
Charge: +2

=====

(3)
The following is a DFT calculation (the ωB97M-V functional and the def2-TZVPD basis) of the ion C5H10Cl2NO with charge +1 in a non-equilibrium geometry.

```
19
Properties=species:S:1:pos:R:3:forces:R:3
C 0.21102 1.86650 -1.22389 0.14 0.24 0.02
C 0.29840 -1.14395 -0.97529 0.28 -0.63 -1.00
C 0.44488 -0.94467 1.41926 0.39 -0.42 0.91
C -1.50464 -0.13687 0.26159 -1.20 0.20 0.02
C 0.61792 1.06898 0.03216 0.76 0.61 0.64
N -0.03131 -0.28165 0.18463 0.10 0.21 -0.01
O -0.55420 1.48503 -2.04743 -0.18 -0.12 -0.16
Cl 2.40480 0.89778 -0.06323 -0.69 0.14 0.00
Cl 0.20292 2.12439 1.42807 0.18 -0.35 -0.59
H 0.72179 2.83846 -1.25858 0.05 0.06 0.01
H -0.10236 -0.71962 -1.89278 -0.02 0.06 0.19
H 1.37530 -1.25575 -1.07074 -0.06 0.03 0.14
H -0.14481 -2.12525 -0.82172 -0.05 0.08 0.18
H 0.20852 -0.33537 2.28819 -0.06 0.01 -0.12
H -0.04581 -1.90991 1.52004 -0.09 0.06 -0.18
H 1.52034 -1.09761 1.37377 -0.08 0.03 -0.10
H -1.78039 0.49120 1.10512 0.14 -0.08 0.00
H -1.89408 0.29921 -0.65538 0.18 -0.05 0.05
H -1.94827 -1.12091 0.39621 0.19 -0.05 0.01
```
Positions in Å, forces in eV/Å.

Summary:
Maximum force in eV Å⁻¹: 1.22
E_HOMO in eV: -15.0
HOMO-LUMO gap in Eh: 0.405
LUMO in eV: -3.95
Structure (SMILES): C[N+](C)(C)C(Cl)(Cl)C=O
Energy above the lowest of the compared OMol25 structures with the same formula, charge and spin in kcal/mol: 0.0
Charge: +1

=====

(4)
The following is a DFT calculation (the ωB97M-V functional and the def2-TZVPD basis) of a cluster of 2 separate species, C5H10Cl2Si in total in a non-equilibrium geometry.

```
18
Properties=species:S:1:pos:R:3:forces:R:3
C -2.11391 -1.71177 1.40891 -0.16 2.52 -2.50
C -2.69639 -1.03926 0.43121 1.38 -0.61 1.79
C 1.12870 -1.07239 -0.39307 4.03 1.33 -0.68
C 2.65296 1.93988 -0.55627 -0.91 -1.58 3.53
C -3.05397 -0.23296 -0.50835 1.88 -3.18 -3.09
Si 1.14664 0.77109 0.05575 1.43 1.26 -1.77
Cl 0.96336 1.09402 2.02809 0.01 -0.16 1.13
Cl -0.52027 1.71208 -0.73923 0.10 -0.10 -0.23
H -1.15631 -1.48963 1.79005 1.08 0.72 0.08
H -2.53462 -2.49020 1.87338 -1.91 -2.93 1.49
H 1.84621 -1.61017 0.27955 -1.54 0.07 0.18
H 0.11980 -1.31322 -0.52856 -1.29 -1.19 0.18
H 1.74785 -1.23982 -1.33636 -1.26 0.58 0.58
H 2.45462 2.96873 -0.31545 -0.42 0.42 0.80
H 3.59362 1.65072 -0.02288 -0.61 0.13 -0.89
H 2.67571 2.00002 -1.57572 0.60 -0.62 -2.86
H -3.54960 0.63434 -0.30332 -1.30 2.22 0.13
H -2.70441 -0.57146 -1.58771 -1.11 1.11 2.16
```
Positions in Å, forces in eV/Å.

Summary:
Maximum force in eV Å⁻¹: 4.82
E_HOMO in eV: -9.8
HOMO-LUMO gap in Eh: 0.383
LUMO in eV: 0.66
Structure (SMILES): C[Si](C)(Cl)Cl.C=C=C
Energy above the lowest of the compared OMol25 structures with the same formula, charge and spin in kcal/mol: 73.3
Charge: 0